# 1
Density functional theory data (ωB97M-V/def2-TZVPD) for a cluster of 3 separate species, CH10N3O2 in total in a non-equilibrium geometry.

The geometry in ORCA input format:
```
! RIJCOSX wB97M-V def2-TZVPD def2/J DEFGRID3
* xyz 1 1
N 1.215 0.408 0.478
C 1.363 -0.003 -0.727
N 0.377 -0.518 -1.442
N 2.658 -0.023 -1.183
H 0.396 0.945 0.839
H 2.001 0.748 1.023
H 0.532 -0.954 -2.368
H -0.581 -0.784 -0.873
H 3.332 0.605 -0.871
H 2.777 -0.217 -2.153
H -1.562 -0.628 0.978
H -2.024 -2.078 0.461
O -1.719 -1.209 0.201
H -3.378 1.739 1.474
H -2.732 0.869 2.527
O -2.653 1.098 1.636
*
```

Results
energy above the lowest of the compared OMol25 structures with the same formula, charge and spin = 107.10 kJ/mol
highest occupied orbital energy = -15.0 eV

---

# 2
Density functional theory data (ωB97M-V/def2-TZVPD) for a structure of composition C45H39ClF7O4P in a non-equilibrium geometry.

The geometry in ORCA input format:
```
! RIJCOSX wB97M-V def2-TZVPD def2/J DEFGRID3
* xyz 0 1
C 2.882 2.234 -2.598
C 2.047 1.268 -2.232
C 0.824 0.368 -1.710
O -0.286 1.118 -1.126
P -0.523 2.644 -1.869
O -1.975 3.090 -1.485
O 0.506 3.870 -1.206
O -0.484 2.611 -3.596
Cl -1.874 1.747 -4.063
H 3.685 3.066 -2.702
H 0.487 -0.402 -2.521
H 1.254 -0.289 -0.845
H 0.493 3.745 -0.210
F 1.777 -3.096 -0.898
C 1.289 -3.446 0.302
C 2.166 -3.775 1.325
C 1.659 -4.133 2.572
C 0.281 -4.168 2.778
C -0.590 -3.840 1.743
C -0.084 -3.471 0.499
H 3.234 -3.751 1.144
H 2.337 -4.385 3.381
H -0.113 -4.451 3.749
H -1.662 -3.871 1.903
H -0.748 -3.204 -0.315
F -4.601 3.112 -4.824
C -5.064 4.179 -4.154
C -6.315 4.691 -4.467
C -6.797 5.794 -3.769
C -6.018 6.380 -2.773
C -4.762 5.861 -2.470
C -4.284 4.751 -3.160
H -6.903 4.227 -5.251
H -7.778 6.198 -4.001
H -6.393 7.244 -2.231
H -4.155 6.321 -1.696
H -3.311 4.329 -2.931
F -2.453 -5.815 2.421
C -3.257 -6.519 1.608
C -2.826 -7.741 1.115
C -3.661 -8.474 0.276
C -4.914 -7.970 -0.069
C -5.335 -6.739 0.428
C -4.505 -6.011 1.276
H -1.845 -8.113 1.387
H -3.336 -9.435 -0.110
H -5.564 -8.540 -0.727
H -6.310 -6.346 0.156
H -4.820 -5.055 1.679
F 1.800 3.362 1.073
C 3.051 3.781 1.335
C 3.454 3.939 2.652
C 4.750 4.368 2.925
C 5.624 4.646 1.875
C 5.206 4.489 0.556
C 3.914 4.049 0.284
H 2.757 3.726 3.455
H 5.078 4.487 3.951
H 6.634 4.985 2.088
H 5.887 4.709 -0.261
H 3.575 3.913 -0.735
F 0.565 6.790 -8.563
C -0.549 6.446 -7.897
C -0.456 6.058 -6.569
C -1.611 5.707 -5.876
C -2.845 5.737 -6.524
C -2.926 6.124 -7.860
C -1.772 6.486 -8.549
H 0.514 6.032 -6.084
H -1.551 5.409 -4.834
H -3.747 5.459 -5.985
H -3.887 6.143 -8.364
H -1.818 6.798 -9.586
F 5.878 5.195 5.862
C 5.372 4.826 7.050
C 6.234 4.491 8.083
C 5.710 4.113 9.316
C 4.329 4.064 9.498
C 3.472 4.398 8.452
C 3.996 4.787 7.222
H 7.306 4.526 7.920
H 6.376 3.856 10.134
H 3.921 3.765 10.459
H 2.397 4.356 8.594
H 3.345 5.059 6.399
F -0.803 -9.242 -0.536
C -0.045 -10.153 0.094
C 1.125 -9.751 0.721
C 1.908 -10.695 1.379
C 1.517 -12.033 1.393
C 0.343 -12.427 0.756
C -0.446 -11.481 0.107
H 1.417 -8.707 0.693
H 2.821 -10.389 1.880
H 2.131 -12.770 1.903
H 0.043 -13.470 0.764
H -1.367 -11.768 -0.386
*
```

Results
highest occupied orbital energy = -8.9 eV

---

# 3
Density functional theory data (ωB97M-V/def2-TZVPD) for a cluster of 9 separate species, C31H52Cl16NO2 in total in a non-equilibrium geometry.

The geometry in ORCA input format:
```
! RIJCOSX wB97M-V def2-TZVPD def2/J DEFGRID3
* xyz 1 1
C 1.498 -4.042 -1.360
C 0.379 -3.859 -0.981
C -1.002 -3.574 -0.632
C -1.849 -3.185 -1.839
C -1.281 -2.010 -2.628
N -0.826 -0.906 -1.747
C -1.607 -0.471 -0.741
C -1.176 0.526 0.105
C 0.083 1.090 -0.101
C 0.460 2.177 0.887
O -0.414 2.792 1.409
O 1.764 2.425 1.165
C 0.905 0.648 -1.150
C 2.263 1.219 -1.422
C 3.436 0.323 -0.952
C 3.151 -1.178 -0.822
C 4.511 -1.915 -0.717
C 0.374 -0.358 -1.960
H 2.549 -4.199 -1.396
H -1.488 -4.433 -0.167
H -0.981 -2.804 0.144
H -1.881 -4.044 -2.512
H -2.878 -2.984 -1.543
H -0.459 -2.337 -3.253
H -2.059 -1.627 -3.288
H -2.559 -0.962 -0.618
H -1.811 0.834 0.919
H 2.076 1.882 1.909
H 2.347 1.374 -2.500
H 2.391 2.193 -0.970
H 4.225 0.418 -1.699
H 3.851 0.671 -0.012
H 2.596 -1.369 0.098
H 2.655 -1.597 -1.694
H 5.303 -1.245 -0.394
H 4.769 -2.279 -1.714
H 4.438 -2.804 -0.093
H 0.980 -0.713 -2.780
Cl 5.793 3.668 -1.136
C 4.482 4.764 -0.628
C 3.968 5.609 -1.766
Cl 5.167 6.804 -2.310
H 4.858 5.381 0.185
H 3.677 4.138 -0.240
H 3.090 6.164 -1.439
H 3.692 4.996 -2.621
Cl 3.107 -1.688 3.302
C 1.755 -2.776 3.720
C 1.864 -4.113 3.031
Cl 1.630 -3.968 1.260
H 0.829 -2.270 3.455
H 1.776 -2.910 4.800
H 1.091 -4.782 3.405
H 2.832 -4.577 3.206
Cl -5.081 -5.241 -0.915
C -4.681 -5.905 -2.524
C -3.830 -7.144 -2.436
Cl -2.190 -6.791 -1.828
H -4.188 -5.120 -3.094
H -5.626 -6.140 -3.014
H -3.718 -7.580 -3.427
H -4.272 -7.891 -1.782
Cl 3.193 2.258 4.877
C 4.282 3.580 4.364
C 4.294 3.734 2.872
Cl 5.067 2.351 2.045
H 5.273 3.371 4.758
H 3.914 4.496 4.819
H 4.856 4.623 2.593
H 3.284 3.835 2.482
Cl -0.708 -3.538 -5.452
C 0.253 -4.939 -6.005
C 1.570 -5.029 -5.279
Cl 2.669 -3.695 -5.711
H 0.385 -4.847 -7.080
H -0.338 -5.832 -5.807
H 2.071 -5.958 -5.548
H 1.430 -5.012 -4.200
Cl 2.926 7.000 2.701
C 1.252 6.444 2.984
C 0.796 6.683 4.399
Cl 1.655 5.645 5.571
H 1.201 5.389 2.724
H 0.614 7.000 2.298
H -0.258 6.447 4.485
H 0.941 7.717 4.700
Cl -9.897 -5.477 -1.183
C -8.935 -4.111 -1.795
C -9.147 -3.877 -3.269
Cl -8.471 -5.192 -4.267
H -7.890 -4.310 -1.568
H -9.245 -3.229 -1.236
H -8.643 -2.960 -3.571
H -10.202 -3.784 -3.510
Cl -1.849 8.498 4.516
C -3.528 7.950 4.777
C -3.984 8.190 6.192
Cl -3.129 7.144 7.353
H -3.581 6.896 4.516
H -4.156 8.508 4.085
H -5.045 7.962 6.277
H -3.829 9.223 6.491
*
```

Results
highest occupied orbital energy = -12.2 eV

---

# 4
Density functional theory data (ωB97M-V/def2-TZVPD) for a structure of composition BrH46O23Ti in a non-equilibrium geometry.

The geometry in ORCA input format:
```
! RIJCOSX wB97M-V def2-TZVPD def2/J DEFGRID3
* xyz 2 2
Ti 0.309 -0.614 -1.464
Br 0.429 1.398 -0.064
O -3.546 -3.349 -1.264
H -3.773 -2.422 -1.044
H -3.636 -3.725 -0.369
O 0.795 -1.778 -3.157
H 0.070 -2.364 -3.297
H 1.439 -2.410 -2.713
O -3.268 -1.313 2.554
H -2.699 -1.209 3.350
H -4.153 -1.218 2.989
O -0.492 -1.520 2.589
H -0.174 -0.672 2.684
H -0.854 -1.451 1.679
O 2.448 0.160 6.165
H 1.811 -0.107 6.816
H 2.961 0.796 6.653
O 6.524 2.538 0.864
H 6.461 3.122 1.612
H 7.024 3.074 0.219
O 2.290 0.101 3.347
H 1.820 0.669 2.767
H 2.502 0.640 4.100
O 0.720 -2.188 -0.274
H 1.356 -2.381 0.459
H 0.023 -2.821 -0.198
O 0.086 -1.355 7.080
H -0.835 -1.121 7.347
H 0.005 -1.649 6.192
O -2.705 -0.875 5.800
H -3.412 -1.560 5.760
H -3.047 -0.215 6.354
O -3.101 2.004 -1.123
H -2.164 2.287 -1.061
H -3.544 2.653 -1.680
O -1.072 4.973 -1.393
H -0.880 5.469 -2.196
H -1.852 5.381 -1.003
O 2.765 -0.392 -0.894
H 3.311 0.333 -0.717
H 3.291 -1.189 -0.798
O 0.842 0.925 -2.671
H 0.462 0.892 -3.583
H 0.363 1.704 -2.336
O -0.240 3.140 -3.126
H 0.601 3.666 -3.303
H -0.746 3.835 -2.649
O -1.279 -1.199 -1.847
H 0.953 -7.951 0.894
H -2.317 -0.913 -0.730
O -0.101 1.442 -5.178
H 0.261 1.378 -6.108
H -0.558 2.284 -5.131
O 2.630 -2.298 1.558
H 2.814 -1.462 2.022
H 2.542 -3.051 2.248
O -4.200 3.297 -4.247
H -4.579 2.451 -4.490
H -4.507 3.824 -5.017
O -3.306 -0.678 -0.502
H -3.246 -0.643 0.495
H -3.346 0.318 -0.694
O 3.843 1.571 0.495
H 4.007 1.218 1.415
H 4.672 2.000 0.312
O 3.971 -2.974 -0.902
H 4.583 -3.047 -0.208
H 4.471 -3.285 -1.687
O -3.882 -0.900 -5.553
H -3.286 -0.272 -6.081
H -4.652 -0.972 -6.068
*
```

Results
⟨S²⟩ = 0.75
highest occupied orbital energy (spin up / spin down) = -14.4 / -15.0 eV

---

The records above yield energy values of -9759.108; -96316.575; -238928.868; -140985.206 eV, respectively.